1.
Here is 2 unconnected molecules or ions with the total composition C3H11N3 at a distorted geometry from the Open Molecules 2025 dataset. Energies are from ωB97M-V/def2-TZVPD.

The geometry in XYZ format:
```
17
Properties=species:S:1:pos:R:3:forces:R:3
C -1.062 0.941 0.808 -2.4 1.4 3.8
C -0.897 -1.539 0.118 3.0 -2.3 2.4
C 2.449 0.489 0.123 -3.5 -2.7 -0.3
N -1.578 0.691 -0.448 -1.9 2.0 -1.7
N -0.526 -0.147 0.009 -1.0 1.4 -2.3
N 0.556 0.192 -0.865 3.7 0.1 1.3
H -0.666 1.968 0.822 1.1 -0.8 0.8
H -1.761 0.606 1.738 2.2 0.7 -2.0
H -1.850 -1.803 0.550 -0.4 0.8 0.0
H -0.686 -2.071 -0.761 -0.5 -0.2 -2.0
H -0.094 -2.016 0.726 -0.7 0.3 0.4
H 2.984 -0.144 -0.610 0.2 0.0 1.2
H 2.394 1.501 -0.122 0.5 1.8 0.0
H 1.881 0.173 1.062 2.0 0.2 -1.0
H -2.565 0.466 -0.420 -0.2 -1.6 -0.4
H 0.667 -0.502 -1.598 -0.2 0.2 -0.3
H 0.752 1.195 -1.132 -1.9 -1.3 0.1
```
Forces are in eV/Å.

The HOMO energy comes out at -0.744 Ha. Its gap between HOMO and LUMO is 9.7505 eV. As for the charge: +2.

***

2.
Here is 2 unconnected molecules or ions with the total composition C3H11N3O at a distorted geometry from the Open Molecules 2025 dataset. Energies are from ωB97M-V/def2-TZVPD.

The geometry in XYZ format:
```
18
Properties=species:S:1:pos:R:3:forces:R:3
C -0.511 1.527 -1.492 0.3 -0.1 0.0
N -0.472 0.857 -0.203 -3.1 -0.9 -1.5
C 1.711 -0.762 -0.300 2.2 -2.6 -0.2
N 2.281 -0.362 0.895 -0.5 0.3 -0.6
O 2.389 -0.876 -1.322 -1.3 0.9 1.0
H 0.335 1.060 0.380 -0.6 -1.2 0.2
H 3.287 -0.243 0.892 -0.4 0.2 0.1
H 1.752 -0.395 1.756 0.3 -0.1 -0.2
H 0.148 1.061 -2.234 0.2 0.0 0.0
H -0.220 2.575 -1.370 0.0 -0.1 -0.1
H -1.502 1.513 -1.956 -0.1 0.0 0.5
C -1.700 -0.727 1.232 -0.1 -0.3 0.0
N -1.600 -0.240 -0.135 2.1 2.4 0.9
H -1.444 -1.030 -0.768 0.8 0.4 0.1
H 0.784 -1.364 -0.160 0.0 0.9 -0.2
H -0.876 -1.400 1.496 0.1 0.0 0.3
H -1.730 0.099 1.950 0.0 0.0 -0.3
H -2.632 -1.294 1.339 0.1 0.1 -0.1
```
Forces are in eV/Å.

The HOMO energy comes out at -0.299 Ha. Its gap between HOMO and LUMO is 8.9787 eV. As for the structure (SMILES): CNNC.NC=O.

***

3.
Here is 2 unconnected molecules or ions with the total composition C3H11N3O at a distorted geometry from the Open Molecules 2025 dataset. Energies are from ωB97M-V/def2-TZVPD.

The geometry in XYZ format:
```
18
Properties=species:S:1:pos:R:3:forces:R:3
C 2.169 -0.107 0.478 -0.6 -0.2 -0.8
C 1.022 -0.681 -0.383 0.6 0.2 0.2
N -0.306 -0.599 0.184 -0.3 -0.1 0.0
C -0.718 -1.403 1.225 0.1 -0.1 -0.2
N -0.393 -2.744 1.060 0.1 -0.1 0.2
N -1.358 -0.897 2.197 -0.2 0.0 0.5
H 1.950 0.935 0.693 0.1 0.1 0.3
H 2.327 -0.699 1.379 0.0 0.2 0.0
H 3.046 -0.136 -0.169 0.3 0.0 0.3
H 1.299 -1.712 -0.618 -0.4 0.0 -0.1
H 0.985 -0.117 -1.309 0.1 -0.1 -0.3
H -0.676 0.329 0.321 0.3 0.1 0.0
H -0.328 -3.017 0.093 0.0 -0.1 -0.1
H -1.010 -3.341 1.585 0.1 -0.2 0.0
H -1.638 -1.616 2.861 -0.1 0.1 -0.1
H -0.018 5.858 -3.990 -0.2 0.0 -0.3
H -1.229 4.906 -4.328 0.3 0.3 -0.1
O -0.614 5.190 -3.645 -0.1 -0.3 0.5
```
Forces are in eV/Å.

The HOMO energy comes out at -0.320 Ha. Its gap between HOMO and LUMO is 9.6772 eV. As for the structure (SMILES): [H]/N=C(\N)NCC.O.

***

4.
Here is 2 unconnected molecules or ions with the total composition C3H11N3S2 from the Open Molecules 2025 dataset. Energies are from ωB97M-V/def2-TZVPD.

The geometry in XYZ format:
```
19
Properties=species:S:1:pos:R:3:forces:R:3
C 1.814 -2.039 0.257 0.0 -0.3 0.0
S 0.118 -2.523 0.652 -0.1 0.2 0.1
S -0.233 -1.309 2.308 0.1 -0.1 -0.2
C -1.932 -0.781 1.995 0.3 0.1 0.3
H 1.932 -0.970 0.125 0.0 0.1 0.0
H 2.505 -2.403 1.015 0.0 0.1 0.0
H 2.033 -2.544 -0.682 0.1 0.0 0.0
H -2.623 -1.592 2.198 -0.1 -0.1 -0.2
H -2.096 -0.010 2.748 -0.1 0.1 -0.1
H -2.061 -0.356 1.001 0.0 -0.1 0.1
N 0.536 1.651 -0.191 -0.1 -0.1 -0.2
C 0.052 1.804 -1.500 0.4 -0.1 -0.1
N -0.733 0.751 -1.923 0.1 0.1 -0.2
N 0.323 2.764 -2.293 -0.6 0.4 0.3
H 1.386 2.175 -0.051 0.0 0.1 0.1
H 0.694 0.677 0.030 -0.1 0.0 0.3
H -1.149 0.182 -1.206 -0.1 -0.1 0.0
H -1.328 0.998 -2.701 0.1 -0.2 0.2
H 0.761 3.525 -1.781 0.4 -0.2 -0.2
```
Forces are in eV/Å.

The HOMO energy comes out at -0.312 Ha. Its gap between HOMO and LUMO is 9.0207 eV. As for the structure (SMILES): N=C(N)N.CSSC.

***

5.
Here is 2 unconnected molecules or ions with the total composition C3H11N4 at a distorted geometry from the Open Molecules 2025 dataset. Energies are from ωB97M-V/def2-TZVPD.

The geometry in XYZ format:
```
18
Properties=species:S:1:pos:R:3:forces:R:3
N -1.487 0.364 1.095 -1.3 0.4 -0.7
C -0.746 1.558 0.934 0.4 1.4 1.4
N -0.555 2.010 -0.430 -0.2 0.3 1.0
N -0.202 2.195 1.909 -0.3 -0.7 -0.8
H -1.736 0.273 2.087 0.0 -0.1 -0.6
H -2.373 0.411 0.534 1.1 -0.4 0.7
H -1.457 2.232 -0.894 0.9 -0.1 0.4
H 0.048 2.862 -0.378 -0.9 -0.8 -0.1
H -0.373 1.813 2.864 0.1 0.1 -1.2
C 1.152 -1.682 -1.406 1.1 -0.6 -0.8
C 1.236 -2.848 -0.778 0.5 0.0 -0.1
N 0.654 -0.502 -0.724 0.0 -1.1 3.0
H 1.598 -1.469 -2.399 -0.6 -0.3 0.7
H 1.754 -3.706 -1.248 -0.6 0.7 0.3
H 0.923 -2.965 0.267 -0.1 0.0 -0.5
H 0.040 -0.792 0.133 0.8 0.8 -1.6
H 1.401 0.089 -0.317 -0.1 -0.4 -0.2
H 0.124 0.157 -1.248 -0.9 0.8 -0.9
```
Forces are in eV/Å.

The HOMO energy comes out at -0.505 Ha. Its gap between HOMO and LUMO is 10.5714 eV. As for the charge: +1.

***

6.
Here is a gas-phase ion, C3H11N4 (charge +1) at a distorted geometry from the Open Molecules 2025 dataset. Energies are from ωB97M-V/def2-TZVPD.

The geometry in XYZ format:
```
18
Properties=species:S:1:pos:R:3:forces:R:3
C 1.907 0.035 -0.473 7.2 -0.8 -1.6
C -1.592 -1.655 -0.058 0.7 -4.4 2.3
C -0.341 1.754 0.548 -1.8 0.3 2.6
N 2.339 0.024 0.774 -0.3 0.0 2.4
N 0.671 0.194 -0.828 -7.2 0.7 1.8
N -1.491 -0.291 -0.207 -0.4 3.7 -0.6
N -0.322 0.341 0.151 0.9 0.4 -2.6
H 2.594 -0.173 -1.235 0.6 -0.2 -1.0
H -1.374 -2.174 0.978 -0.3 2.0 -1.6
H -2.579 -1.968 -0.266 -1.4 0.1 -0.1
H -1.036 -2.284 -0.717 1.0 -0.2 -0.9
H -1.176 2.249 0.022 0.3 -0.1 0.1
H -0.497 1.930 1.680 0.1 -0.7 -1.8
H 0.591 2.172 0.266 0.7 0.5 -0.3
H 3.338 -0.088 0.937 -0.7 0.4 0.1
H 0.322 -0.050 -1.702 -0.5 -1.1 -1.7
H -1.851 0.088 -1.126 0.1 -0.3 1.5
H 1.761 0.657 1.307 0.9 -0.1 1.4
```
Forces are in eV/Å.

As for the spin multiplicity: 3. The HOMO energy (spin up / spin down) comes out at -0.353 / -0.527 Ha. Its gap between HOMO and LUMO (spin up / spin down) is 6.7056 / 6.5897 eV. As for the charge: +1.

***

7.
Here is 2 unconnected molecules or ions with the total composition C3H11N4O at a distorted geometry from the Open Molecules 2025 dataset. Energies are from ωB97M-V/def2-TZVPD.

The geometry in XYZ format:
```
19
Properties=species:S:1:pos:R:3:forces:R:3
C -1.525 -0.973 -0.849 -0.2 0.0 -0.8
C -1.276 0.491 1.081 2.9 1.4 -0.1
C 0.002 0.890 -0.918 0.5 -0.7 1.4
N 1.157 0.471 -0.509 -0.3 1.0 0.2
N 3.389 -0.240 0.741 0.6 1.8 -1.1
N 3.702 0.654 -0.074 1.2 -0.4 -1.3
N -1.358 0.420 -0.364 -0.7 1.2 -2.4
O 1.413 -0.336 0.458 -2.7 -1.1 -0.5
H -0.718 -1.524 -0.277 -1.6 -0.1 -0.8
H -2.611 -1.173 -0.846 0.6 -0.8 1.2
H -1.390 -0.985 -1.946 0.8 0.0 0.5
H -1.180 1.522 1.315 -0.5 1.0 0.5
H -2.081 0.041 1.498 -2.4 -1.4 1.5
H -0.281 0.118 1.400 -1.0 -0.5 -0.2
H -0.073 1.817 -1.405 0.1 0.7 -1.2
H 3.470 -1.255 0.553 -0.2 0.7 0.6
H 3.101 0.213 1.625 0.3 -1.4 -0.2
H 4.035 0.295 -1.023 -0.7 0.1 1.6
H -2.242 1.019 -0.767 3.1 -1.5 1.2
```
Forces are in eV/Å.

The HOMO energy (spin up / spin down) comes out at -0.460 / -0.460 Ha. Its gap between HOMO and LUMO (spin up / spin down) is 8.9705 / 8.9730 eV. As for the charge: +1.

***

8.
Here is a molecular structure, C3H11N5 at a distorted geometry from the Open Molecules 2025 dataset. Energies are from ωB97M-V/def2-TZVPD.

The geometry in XYZ format:
```
19
Properties=species:S:1:pos:R:3:forces:R:3
C 0.043 0.091 0.026 -1.0 -1.2 -1.1
C 1.341 -0.490 0.426 2.4 0.8 0.0
C -0.586 -2.311 -0.186 -0.1 -1.8 -1.2
N -0.425 1.208 -0.315 0.4 1.3 0.1
N -0.955 -0.935 -0.201 -2.5 0.6 -0.9
N 0.448 3.569 0.634 0.2 -0.6 -0.7
N -2.196 -0.626 -0.477 -0.4 -1.7 0.9
N 0.830 2.475 0.081 1.5 1.2 0.6
H 1.423 -1.589 0.211 0.4 1.7 0.5
H 1.456 -0.246 1.517 0.3 -0.5 -0.9
H 2.189 0.015 -0.163 -1.3 -0.6 1.0
H 0.110 -2.572 -1.040 -1.2 0.3 0.3
H 0.084 -2.337 0.596 1.0 -0.7 2.1
H -1.356 -3.080 0.031 0.0 0.9 -0.6
H 0.474 3.563 1.619 -0.6 0.0 1.4
H 0.341 4.475 0.191 0.0 -0.1 -0.5
H -2.920 -1.407 -0.479 1.4 1.0 -0.3
H -2.590 0.299 -0.294 0.7 0.3 -0.2
H 1.326 2.739 -0.787 -1.1 -0.8 -0.5
```
Forces are in eV/Å.

The HOMO energy (spin up / spin down) comes out at -0.642 / -0.629 Ha. Its gap between HOMO and LUMO (spin up / spin down) is 5.7175 / 4.8809 eV. As for the charge: +2.

***

9.
Here is 2 unconnected molecules or ions with the total composition C3H11N5O from the Open Molecules 2025 dataset. Energies are from ωB97M-V/def2-TZVPD.

The geometry in XYZ format:
```
20
Properties=species:S:1:pos:R:3:forces:R:3
C -0.061 0.101 1.099 -0.1 0.1 0.2
C -0.605 -0.458 -0.058 0.1 -0.1 0.0
C -0.924 0.284 -1.209 0.0 0.2 -0.1
N 0.306 1.444 1.197 -0.1 -0.1 0.0
N 2.267 -0.075 0.806 -0.1 -0.1 0.1
N -0.672 -1.887 -0.202 0.0 0.1 0.1
N -1.225 -0.395 -2.344 0.0 0.1 0.3
N -0.971 1.637 -1.250 0.1 -0.2 0.0
O -0.198 -0.638 2.233 0.1 0.2 -0.4
H 0.599 -0.498 2.761 0.0 0.1 0.0
H 0.138 1.789 2.137 0.0 -0.1 0.0
H 1.384 1.288 1.051 -0.1 -0.1 0.0
H 2.500 -0.264 -0.169 0.0 0.0 0.1
H 2.974 -0.590 1.334 0.0 0.1 -0.1
H 0.264 -2.264 -0.056 0.0 0.0 0.0
H -1.263 -2.296 0.513 0.0 0.0 0.0
H -0.873 2.088 -2.144 0.0 -0.1 0.0
H -1.790 0.043 -3.051 0.1 0.0 0.1
H -1.307 -1.396 -2.208 0.0 0.1 0.0
H -0.542 2.088 -0.440 -0.1 -0.1 -0.1
```
Forces are in eV/Å.

The HOMO energy (spin up / spin down) comes out at -0.250 / -0.250 Ha. Its gap between HOMO and LUMO (spin up / spin down) is 7.5778 / 7.5784 eV.

***

10.
Here is 3 unconnected molecules or ions with the total composition C3H11NO at a distorted geometry from the Open Molecules 2025 dataset. Energies are from ωB97M-V/def2-TZVPD.

The geometry in XYZ format:
```
16
Properties=species:S:1:pos:R:3:forces:R:3
C 0.250 1.350 -0.298 1.0 -0.9 -0.3
C -0.474 0.121 -0.888 -0.9 2.5 1.7
C -1.617 -0.372 -0.013 0.6 -1.1 1.1
N 0.975 0.817 0.857 0.1 1.0 -0.7
H 1.211 -0.979 -0.840 -0.2 -0.7 1.7
H -0.448 2.188 -0.058 0.0 -0.7 -0.1
H 0.379 -0.724 -0.789 -0.8 -0.3 -0.6
H -0.758 0.247 -1.892 0.0 -0.2 -1.5
H -2.468 0.352 0.052 0.8 -0.5 -0.5
H -1.211 -0.535 1.022 -0.6 0.2 -1.0
H -1.945 -1.362 -0.378 -0.2 0.5 0.2
H 1.785 1.435 1.036 -0.6 -1.1 0.1
H 0.953 1.740 -1.063 -0.4 0.0 0.1
H 1.416 -2.280 1.518 0.0 0.4 -0.4
H 1.043 -0.326 0.779 0.9 1.9 1.7
O 0.909 -1.673 0.955 0.3 -1.0 -1.4
```
Forces are in eV/Å.

The HOMO energy comes out at -0.297 Ha. Its gap between HOMO and LUMO is 6.5808 eV.

***

11.
Here is 2 unconnected molecules or ions with the total composition C3H11NO at a distorted geometry from the Open Molecules 2025 dataset. Energies are from ωB97M-V/def2-TZVPD.

The geometry in XYZ format:
```
16
Properties=species:S:1:pos:R:3:forces:R:3
C 0.991 0.169 -1.280 0.7 -0.5 0.2
N -0.302 2.727 1.317 0.0 0.0 0.4
H 1.367 -0.293 -2.199 -0.1 0.3 -0.2
H 0.041 0.675 -1.456 -0.2 -0.3 0.1
H 1.665 0.937 -0.935 0.4 0.3 -0.1
H -0.049 2.884 2.289 0.2 0.1 -0.1
H -1.305 2.889 1.305 0.0 -0.2 -0.2
H -0.144 1.733 1.177 -0.1 0.0 -0.1
C -0.178 -1.627 -0.266 1.2 0.0 -0.4
O 1.016 -0.837 -0.270 -0.7 0.5 0.2
C -1.344 -0.886 0.306 -0.2 -0.1 -0.5
H 0.095 -2.523 0.290 -0.2 -0.1 0.0
H -0.367 -1.884 -1.307 -0.2 -0.4 -0.2
H -2.265 -1.410 0.050 -0.1 -0.1 0.3
H -1.396 0.060 -0.224 -0.2 0.3 0.3
H -1.223 -0.759 1.373 -0.2 0.2 0.2
```
Forces are in eV/Å.

The HOMO energy comes out at -0.360 Ha. Its gap between HOMO and LUMO is 10.8153 eV. As for the structure (SMILES): CCOC.N.

***

12.
Here is 2 unconnected molecules or ions with the total composition C3H11NO at a distorted geometry from the Open Molecules 2025 dataset. Energies are from ωB97M-V/def2-TZVPD.

The geometry in XYZ format:
```
16
Properties=species:S:1:pos:R:3:forces:R:3
C 1.157 -2.320 -0.730 -1.5 0.6 0.3
O 0.378 -1.443 -1.561 0.5 -0.2 -0.3
H 0.915 -3.349 -0.985 0.5 -0.2 -0.2
H 0.812 -2.198 0.301 0.4 0.0 0.2
H 2.196 -2.038 -0.817 0.3 -0.3 -0.1
C -0.883 1.677 -0.620 0.2 0.1 -0.8
N -0.908 0.741 0.470 -0.7 -0.2 0.5
C -0.152 1.053 1.653 0.7 0.0 0.4
H -1.426 2.598 -0.411 0.1 0.0 0.4
H -1.400 1.257 -1.485 0.0 -0.2 0.1
H 0.123 1.933 -0.984 0.1 0.1 0.2
H -0.341 -1.082 -1.045 -0.1 -0.2 -0.3
H -0.684 -0.191 0.176 0.0 0.1 0.1
H -0.203 0.255 2.399 -0.4 -0.1 -0.2
H 0.930 1.162 1.477 0.0 0.3 -0.2
H -0.514 1.947 2.160 -0.1 0.1 -0.2
```
Forces are in eV/Å.

The HOMO energy comes out at -0.325 Ha. Its gap between HOMO and LUMO is 9.7910 eV. As for the structure (SMILES): CNC.CO.

***

Ordered electronic energy results: -7734.436 -9804.683 -9807.313 -29430.470 -9242.741 -9236.391 -11284.546 -10715.075 -12785.579 -6820.880 -6826.268 -6825.688; unit eV.
Ordered energy above the lowest of the compared OMol25 structures with the same formula, charge and spin results: 6.596 3.318 0.688 0.324 1.502 2.756 8.458 5.974 2.619 6.366 0.977 1.557; unit eV.